No. 1
C20H22FeNO4 | ωB97M-V/def2-TZVPD

XYZ file:
```
48
Properties=species:S:1:pos:R:3:mulliken_spin:R:1
C 2.03129 4.88126 -1.85975 0.020
O 2.23767 3.55837 -2.38453 0.001
C 1.75662 2.35627 -1.90905 0.030
C 2.49958 1.41861 -1.11489 0.379
C 1.73896 0.83109 0.07050 0.027
C 0.33606 0.06823 -0.26373 0.062
C 0.02920 0.56779 -1.68068 0.613
C 0.53637 1.70185 -2.35789 0.072
Fe 2.21455 0.62436 -3.00562 2.619
C 3.48863 -0.47054 -2.54112 -0.058
O 4.26849 -1.32065 -2.37857 0.025
C 3.33104 1.51519 -4.10463 0.031
O 4.12481 1.69961 -4.93958 0.066
C 1.54906 -0.48648 -4.20424 -0.039
O 1.30295 -1.33676 -4.95303 0.024
H 2.57440 5.55665 -2.53896 0.001
H 0.95412 5.14004 -1.85620 -0.007
H 2.44700 4.96261 -0.83542 0.002
H 3.53556 1.72844 -0.95426 0.001
H 2.38022 0.05553 0.51176 -0.017
H 1.53296 1.61826 0.78011 -0.004
H 0.57596 -1.02619 -0.42578 0.054
H -0.64222 -0.03874 -2.26593 -0.009
H 0.00008 2.23850 -3.16945 0.026
C -1.31339 -4.44271 3.87193 0.000
C -1.35923 -4.71087 2.49532 0.000
C -1.47200 -3.65562 1.58098 -0.001
C -1.53712 -2.31148 1.99008 -0.003
C -1.81930 -1.21554 0.94781 0.010
C -3.19965 -0.55378 1.17679 -0.001
C -3.02244 0.95511 1.06971 0.017
C -1.53385 1.28388 1.22917 0.020
N -0.72953 0.02153 0.94343 0.049
C -1.50041 -2.05651 3.37869 0.001
C -1.37310 -3.11225 4.30528 0.000
H -1.21932 -5.26881 4.58161 0.000
H -1.30158 -5.74094 2.13128 0.000
H -1.53400 -3.86339 0.51061 0.000
H -1.76842 -1.67628 -0.04964 -0.008
H -3.85404 -0.93084 0.38785 -0.001
H -3.68267 -0.83670 2.13212 0.000
H -3.31641 1.30817 0.07967 0.003
H -3.64177 1.46364 1.81827 0.001
H -1.17811 2.07197 0.55901 -0.009
H -1.33775 1.54711 2.28041 0.000
H -0.19477 -0.18251 1.81179 0.003
H -1.59549 -1.03418 3.76667 0.000
H -1.31902 -2.90230 5.38210 0.000
```

Results
- E_LUMO (spin up / spin down) (eV) = -2.4 / -4.8
- total charge = +1
- frontier orbital gap (spin up / spin down) (Eh) = 0.21775 / 0.25938
- spin multiplicity = 5



No. 2
C22H20IrN5Te | ωB97M-V/def2-TZVPD

XYZ file:
```
49
Properties=species:S:1:pos:R:3:nbo_charge:R:1
Ir -0.76890 0.56901 -0.09727 0.904
C -1.53639 1.31867 2.84737 -0.277
N -0.26193 1.31853 2.10680 -0.612
C 0.76629 0.41822 2.66810 -0.285
C 1.49664 -0.29692 1.57197 0.428
N 1.02063 -0.39842 0.34257 -0.599
C 1.91929 -1.18793 -0.38184 0.142
C 1.90237 -1.59888 -1.71000 -0.227
C 2.95605 -2.38461 -2.13000 -0.184
C 3.99638 -2.74946 -1.25915 -0.170
C 4.01948 -2.34194 0.05967 -0.213
C 2.95510 -1.55274 0.47430 0.096
N 2.64707 -0.96500 1.70471 -0.483
C -2.39630 0.20413 2.33131 0.414
N -2.26226 -0.27130 1.10213 -0.600
C -3.22914 -1.26978 0.94356 0.146
C -3.52272 -2.08905 -0.14049 -0.218
C -4.55420 -2.98977 0.02309 -0.181
C -5.27431 -3.07692 1.22653 -0.168
C -4.98750 -2.26784 2.30675 -0.214
C -3.94684 -1.36454 2.13347 0.094
N -3.38068 -0.41519 2.98831 -0.481
H -2.03727 2.27154 2.66736 0.258
H -1.38860 1.22660 3.92634 0.231
H 0.09796 2.26386 2.05801 0.416
H 0.27874 -0.32736 3.30116 0.243
H 1.46974 0.96267 3.30149 0.246
H 1.09860 -1.32156 -2.38033 0.232
H 2.98381 -2.73373 -3.15295 0.243
H 4.80046 -3.36764 -1.63347 0.245
H 4.82229 -2.62555 0.72619 0.246
H 3.19229 -1.03837 2.54986 0.447
H -2.97183 -2.02025 -1.06941 0.230
H -4.82089 -3.64628 -0.79340 0.242
H -6.07590 -3.79788 1.30626 0.245
H -5.54457 -2.33734 3.23089 0.245
H -3.67116 -0.22121 3.93443 0.447
Te -1.22766 2.71020 -1.52340 0.571
C 0.58039 3.07146 -2.45538 -0.345
C 0.65165 4.19559 -3.28456 -0.207
C 1.83344 4.47103 -3.95028 -0.188
C 2.93155 3.63499 -3.79231 -0.142
C 2.85884 2.51716 -2.96590 -0.208
C 1.68619 2.23122 -2.29286 -0.158
H -0.20419 4.84649 -3.41179 0.235
H 1.89767 5.33719 -4.59435 0.246
H 3.85190 3.85459 -4.31655 0.242
H 3.71886 1.87124 -2.84952 0.234
H 1.62955 1.36307 -1.64745 0.192
```

Results
- E_LUMO (spin up / spin down) (eV) = -5.1 / -8.2
- total charge = +2
- frontier orbital gap (spin up / spin down) (Eh) = 0.33211 / 0.23161
- spin multiplicity = 5



Asked for energy relative to the best compared isomer or geometry (same formula, charge and spin) across the records above, the calculation gives 1.689; 0.000 eV in order.